36
Properties=species:S:1:pos:R:3:forces:R:3 method="wB97M-V/def2-TZVPD" orbital_gap_ha=0.36719 total_charge=0 relative_energy_ev=0.829
C 2.386538 -0.265089 4.005517 -0.3883 0.0184 -0.2059
N 2.032585 0.428381 2.767691 0.8152 0.4081 -0.0402
C 0.936758 0.176915 2.038558 -0.3327 -0.6648 0.1630
O 0.106988 -0.658279 2.384693 0.0701 0.1069 -0.3431
C 0.706620 0.996294 0.758886 0.4681 0.5117 -0.5391
N 1.839552 1.848486 0.318125 -2.1414 -0.5088 0.8539
C 3.094798 1.555748 -0.032208 1.9083 -0.3467 -0.2863
C 3.589065 0.133755 -0.200322 -0.2380 0.1189 0.0454
O 3.878491 2.474415 -0.203098 0.2123 0.4058 -0.2222
C 0.048000 0.171838 -0.367965 -0.4229 0.1729 -0.0900
C -0.239625 0.991799 -1.624557 0.2783 -0.2304 0.3732
O 0.818852 -0.942511 -0.739612 0.3669 -0.3731 -0.1318
H 3.462692 -0.205256 4.173997 -0.1266 0.0900 -0.1311
H 2.097110 -1.316334 3.942234 -0.0257 0.1681 -0.0484
H 1.864011 0.189795 4.848718 0.0508 -0.1050 0.0533
H 2.665497 1.136345 2.425457 -0.1126 -0.0641 0.0879
H -0.067661 1.701978 1.056033 -0.0573 0.1881 0.0713
H 1.664492 2.841343 0.309854 0.0709 0.0068 0.0492
H 3.213465 -0.517037 0.582008 -0.1385 -0.2254 -0.0857
H 4.677397 0.135478 -0.175353 -0.1023 0.2046 0.0217
H 3.260202 -0.234446 -1.170305 -0.0919 -0.1514 0.0840
H -0.904438 -0.193656 0.007655 -0.1215 0.1475 0.2621
H -0.785735 0.372775 -2.336227 -0.0064 0.0169 0.0606
H 0.693599 1.315844 -2.085347 -0.0236 0.0890 -0.0194
H -0.846085 1.860483 -1.371129 0.0037 0.1102 -0.0549
H 0.653078 -1.630179 -0.087893 0.0755 -0.0999 0.0476
O -4.715607 -2.646880 -0.967634 1.1808 1.4430 0.0699
C -4.008929 -1.650167 -1.050440 -0.8494 -1.7884 -0.4150
O -3.094564 -1.313836 -0.106778 -0.7706 0.1257 -1.2033
C -4.196030 -0.717900 -2.283694 -0.0768 0.0791 -2.1954
O -5.312250 -1.059066 -3.101497 -0.6099 -0.1528 1.8818
O -3.155235 -0.805851 -3.246192 1.4673 0.0521 1.1746
H -3.126203 -2.023549 0.553851 0.0161 0.0268 0.0697
H -4.289157 0.311235 -1.920438 -0.3061 -0.0584 -0.0968
H -5.452959 -2.022764 -3.022257 0.0718 0.4545 0.1234
H -3.495313 -0.440108 -4.080328 -0.1137 -0.1759 0.6159